The following is a quantum chemistry calculation of C4H13Br3MnNO2 as an isolated structure at a distorted geometry, from OMol25.

Structure (XYZ):
```
24
C4H13Br3MnNO2, DFT wB97M-V/def2-TZVPD
Br 9.84816 18.46491 24.89041
N 5.57148 15.96047 25.92061
H 9.08292 16.14904 29.08073
H 8.39800 17.87105 29.03165
H 5.33993 15.08088 25.48151
H 4.67753 16.39584 26.09779
H 6.08087 17.17753 28.48676
H 6.91022 15.77873 29.12446
H 4.70309 15.42636 27.80357
H 5.81328 13.56025 26.29040
Br 6.00236 19.31393 26.14712
C 6.25712 14.01644 27.17528
H 5.93971 13.28806 27.92148
C 6.60430 16.26590 28.19863
H 9.31869 15.10390 25.45521
Mn 7.47335 17.16017 25.55080
C 8.84149 17.03416 28.49218
O 7.88712 16.64947 27.55970
Br 6.76330 16.71170 22.91913
O 8.38296 15.26030 25.32801
H 9.72576 17.48058 28.03733
H 8.06042 14.46093 24.91183
C 5.67515 15.38564 27.31212
H 7.33831 14.00465 27.03756
```

Summary:
<S²> = 8.75
2S+1 = 6
total charge = -1
E_HOMO (alpha / beta) = -4.312 / -4.493 eV
LUMO level (alpha / beta) = 2.44 / 2.41 eV
calculated total energy = -9238.67451 hartree
gap between HOMO and LUMO (alpha / beta) = 6.747 / 6.907 eV
relative energy (zero: lowest compared OMol25 entry of this formula, charge and spin) = 0.0 kJ/mol